[1]
# C18H23MnN5O2S

A molecular structure, C18H23MnN5O2S in a non-equilibrium geometry (ωB97M-V with the def2-TZVPD basis set, the OMol25 dataset).

Computed properties:
F_max, eV Å⁻¹: 18.8
Energy above the lowest of the compared OMol25 structures with the same formula, charge and spin, kJ/mol: 1291.0
E_tot, eV: -72681.783
HOMO-LUMO gap (spin up / spin down), eV: 6.2 / 5.1
Multiplicity: 4
Total charge: +4
E_HOMO (spin up / spin down), eV: -21.87 / -21.59

XYZ file:
```
50
Properties=species:S:1:pos:R:3:mulliken_charge:R:1
N 1.7138 -2.4874 1.5263 -0.509
C 2.4327 -3.1260 0.7539 0.470
C 3.7175 -3.7027 0.4519 -0.799
H 3.8416 -3.6660 -0.6274 0.310
H 3.6992 -4.7099 0.8724 0.340
H 4.4069 -3.0487 0.9943 0.294
N -0.7772 0.4649 3.1153 -0.370
C -1.6863 0.4656 3.8112 0.334
C -2.7667 0.8216 4.7439 -0.812
H -3.0218 -0.0714 5.3424 0.332
H -3.6280 1.1221 4.1131 0.297
H -2.4608 1.6597 5.4218 0.315
N -2.1816 1.9371 -1.8281 -0.395
C -1.9896 1.8257 -2.9647 0.474
C -1.8232 1.7680 -4.4131 -1.040
H -1.8568 2.7812 -4.8085 0.360
H -2.6366 1.1945 -4.8517 0.354
H -0.8684 1.3120 -4.6659 0.314
Mn -1.7270 -2.9505 -0.4189 0.988
C -1.2838 1.6074 0.7406 0.283
O -2.1319 2.1145 1.3495 -0.120
C 1.4915 -0.0188 2.5503 0.398
O 2.4161 0.2380 3.1841 -0.138
C -2.2208 -4.6153 -0.5367 -0.501
C -1.8087 -4.1092 -1.8320 -0.129
C -1.8164 -2.6785 -2.1835 -0.375
C -2.7827 -1.8270 -1.3804 -0.425
C -3.5879 -2.6042 -0.5061 0.122
C -3.1542 -3.7070 0.2622 -0.766
H -1.8047 -5.5222 -0.0415 0.517
H -1.2909 -4.7715 -2.4871 0.565
H -1.0951 -2.1962 -2.8141 0.525
H -2.6929 -0.7740 -1.2886 0.338
H -4.5140 -2.1259 -0.1615 0.513
H -3.2619 -3.7533 1.3115 0.577
S 0.6330 0.1847 -0.2329 0.389
C 1.6620 1.5516 -0.3089 0.226
N 1.3381 2.6335 -1.0486 0.057
C 1.9801 3.9430 -0.9071 -0.552
C 3.3924 3.8081 -0.3800 -0.596
C 3.4273 2.8681 0.8031 -0.606
N 2.8002 1.6031 0.4091 -0.044
H 0.4345 2.5869 -1.5179 0.116
H 1.3836 4.5671 -0.2248 0.343
H 1.9772 4.4233 -1.8906 0.358
H 3.7687 4.7856 -0.0775 0.363
H 4.0492 3.4300 -1.1675 0.329
H 2.8980 3.3088 1.6633 0.308
H 4.4514 2.6384 1.1094 0.412
H 2.9550 0.8210 1.0360 0.254
```

[2]
# C16H25N5O4

C16H25N5O4 in the gas phase (ωB97M-V with the def2-TZVPD basis set, the OMol25 dataset).

Computed properties:
F_max, eV Å⁻¹: 0.5
Energy above the lowest of the compared OMol25 structures with the same formula, charge and spin, kJ/mol: 0.0
E_tot, eV: -32640.604
HOMO-LUMO gap, eV: 9.2
E_HOMO, eV: -8.79

XYZ file:
```
50
Properties=species:S:1:pos:R:3:mulliken_charge:R:1
C 0.4179 2.9271 -4.6676 -1.055
C 0.5082 3.9542 -3.5391 -0.595
C -0.4829 3.6229 -2.4351 0.849
O -1.5426 4.2162 -2.3451 -0.673
N -0.1713 2.6067 -1.5955 0.068
C 1.0913 1.9256 -1.4513 -0.657
C 1.7235 2.3074 -0.1062 -1.007
N 0.8096 1.9343 0.9532 0.493
C 1.3878 1.8882 2.2783 -0.844
C 2.0822 0.5234 2.4682 -0.769
N 1.2364 -0.4806 1.8927 0.266
C 0.9300 -1.6558 2.3806 -0.158
C 0.0569 -2.5417 1.7696 -0.515
C -0.1800 -3.8103 2.4294 0.256
O 0.3417 -4.1483 3.4752 -0.692
N -1.0697 -4.6612 1.7861 -0.067
C -1.3259 -5.9405 2.4253 -1.115
C -1.7192 -4.3862 0.6046 0.716
O -2.4868 -5.1653 0.0864 -0.657
N -1.4526 -3.1601 0.0215 0.045
C -2.1499 -2.8930 -1.2248 -1.095
C -0.5924 -2.2065 0.5279 1.376
O -0.4173 -1.1473 -0.0751 -0.687
C -0.4431 2.6522 0.8239 -0.982
C -1.0758 2.2705 -0.5148 -0.734
H 0.6680 1.9284 -4.3169 0.307
H -0.5942 2.9048 -5.0638 0.328
H 1.0981 3.1934 -5.4738 0.341
H 1.5265 4.0230 -3.1542 0.290
H 0.2249 4.9342 -3.9260 0.327
H 1.7716 2.1632 -2.2651 0.632
H 0.8966 0.8469 -1.4488 -0.088
H 2.6634 1.7671 0.0179 0.445
H 1.9384 3.3917 -0.0958 0.407
H 0.5784 1.9719 3.0062 0.411
H 2.1052 2.7005 2.4692 0.326
H 2.2592 0.3208 3.5265 0.472
H 3.0492 0.5230 1.9508 0.267
H 0.7456 -0.1938 1.0333 -0.178
H 1.3864 -1.9728 3.3130 0.534
H -1.7241 -5.7731 3.4258 0.314
H -2.0412 -6.4865 1.8163 0.382
H -0.3931 -6.4974 2.5111 0.313
H -3.2257 -2.8819 -1.0517 0.326
H -1.8159 -1.9254 -1.5909 0.295
H -1.9213 -3.6749 -1.9481 0.327
H -1.1095 2.3561 1.6356 0.495
H -0.2998 3.7457 0.8641 0.341
H -2.0087 2.8120 -0.6721 0.502
H -1.2541 1.1912 -0.5306 0.118
```

[3]
# C22H37N2PSiSn

A molecular structure, C22H37N2PSiSn in a non-equilibrium geometry (ωB97M-V with the def2-TZVPD basis set, the OMol25 dataset).

Computed properties:
F_max, eV Å⁻¹: 3.4
Energy above the lowest of the compared OMol25 structures with the same formula, charge and spin, kJ/mol: 88.8
E_tot, eV: -49374.087
HOMO-LUMO gap (spin up / spin down), eV: 4.1 / 4.8
Total charge: +2
E_HOMO (spin up / spin down), eV: -13.03 / -12.93

XYZ file:
```
64
Properties=species:S:1:pos:R:3:mulliken_charge:R:1
C 3.5210 -0.6376 2.9726 -1.109
C 3.4708 0.2049 1.8667 -0.674
C 2.3490 0.2650 1.0170 0.115
C 1.1877 -0.4503 1.4037 1.060
C 1.3131 -1.4447 2.3959 0.461
C 2.4517 -1.4974 3.2024 -0.694
C 2.4459 1.1779 -0.1781 -0.162
C 2.5129 0.6032 -1.6424 -0.994
N 2.0477 -0.7098 -1.9707 0.456
Sn -1.0424 -0.0203 1.0620 0.154
C 0.2114 -2.4711 2.6662 -1.463
P -0.2979 -3.4421 1.2222 1.035
H 4.3321 0.8559 1.6719 0.422
H 2.4974 -2.2154 4.0280 0.401
H 4.3777 -0.6472 3.6421 0.427
H -0.7083 -2.0091 3.0766 0.494
H 0.5591 -3.2237 3.3979 0.601
H 1.6312 1.9221 -0.1475 -0.339
H 3.3844 1.7523 -0.0669 0.609
H 1.9375 1.2882 -2.2885 0.577
C -1.7387 -4.3934 1.6759 -1.125
C 1.0514 -4.5135 0.7456 -1.319
H 3.5760 0.6828 -1.9688 0.211
C 2.7275 -1.8706 -1.4768 -0.611
C 1.1456 -0.8706 -3.0853 -0.647
H -1.1964 -1.5257 -0.0838 -0.250
H 3.6105 -2.1262 -2.0918 0.356
H 3.0566 -1.7096 -0.4380 0.241
H 2.0421 -2.7362 -1.5014 0.198
H 1.6718 -0.9029 -4.0588 0.341
H 0.5756 -1.8126 -2.9855 0.309
H 0.4300 -0.0324 -3.1147 0.202
H 1.0565 -5.3565 1.4477 0.412
H 0.8998 -4.8949 -0.2743 0.416
H 2.0154 -3.9924 0.8002 0.339
H -1.4504 -5.1868 2.3773 0.414
H -2.4752 -3.7221 2.1372 0.359
H -2.1548 -4.8297 0.7593 0.423
H -0.7060 -2.6507 0.0139 0.056
C -0.0325 2.8196 2.0640 -0.986
Si -1.4637 2.8945 0.8488 0.122
C -3.0115 2.3080 1.7266 -1.026
C -1.6457 4.5985 0.1301 -1.087
N -1.1768 1.7111 -0.4508 0.655
C -1.9177 1.6979 -1.6317 -0.362
C -3.1077 0.9385 -1.7418 -0.035
C -3.8709 0.9961 -2.9009 -0.823
C -3.4376 1.7395 -4.0049 -0.443
C -2.2262 2.4481 -3.9413 -0.673
C -1.4558 2.4151 -2.7728 -0.152
H -0.3624 3.3569 2.9652 0.461
H 0.8400 3.3448 1.6521 0.259
H 0.3222 1.8288 2.3982 0.277
H -3.2290 3.0566 2.5006 0.396
H -3.8533 2.2773 1.0240 0.316
H -2.9653 1.3265 2.2320 0.304
H -0.7249 4.9248 -0.3721 0.342
H -2.4598 4.6425 -0.6048 0.344
H -1.8704 5.3231 0.9276 0.412
H -3.4115 0.3316 -0.8813 0.348
H -4.8171 0.4446 -2.9558 0.394
H -4.0501 1.7618 -4.9143 0.399
H -1.8825 3.0120 -4.8074 0.423
H -0.5090 2.9448 -2.6984 0.429
```